Record 1
62
Properties=species:S:1:pos:R:3:forces:R:3 method="wB97M-V/def2-TZVPD" e_above_lowest_kcal_mol=10.2 multiplicity=1 max_force_ev_per_a=2.8 total_energy_ev=-47257.640 orbital_gap_ev=6.451 homo_ev=-5.909
C 2.444398 -0.370152 2.376796 0.0 0.0 0.3
C 1.901439 0.466684 1.238162 -0.3 0.2 -0.5
C 2.114329 1.940886 1.462710 0.7 0.6 0.2
N 0.454326 0.311327 1.082759 -1.3 -0.6 -0.4
N -0.307031 1.356771 1.337927 -2.7 -0.5 0.5
N -1.583537 0.896132 1.260763 2.6 0.5 -0.3
C -2.621295 1.929030 1.521605 0.6 0.1 0.0
C -2.595640 2.944488 0.397251 -0.1 0.2 -0.3
C -2.274890 2.582392 2.841667 -0.1 0.2 0.5
C -1.624156 -0.412489 0.896943 -0.9 0.2 0.1
C -2.944942 -1.191427 0.935639 0.5 0.2 -0.1
C -2.711667 -2.661264 0.588552 0.0 -0.2 0.0
C -3.932281 -0.603181 -0.072271 -0.2 0.0 -0.2
C -3.515534 -1.105238 2.354567 -0.1 -0.1 0.2
C -0.286489 -0.822332 0.728196 1.2 -0.4 0.2
C 0.340360 -2.000619 0.312431 -0.7 0.0 0.6
H 3.503994 -0.127107 2.515160 -0.2 -0.1 0.0
H 1.906452 -0.123821 3.302233 0.1 -0.1 -0.1
H 2.350641 -1.438209 2.175347 0.0 0.1 0.2
H 2.353207 0.156108 0.288720 -0.1 0.0 0.2
H 3.181333 2.144485 1.593442 -0.1 0.0 0.0
H 1.744454 2.522618 0.616411 0.1 0.0 0.1
H 1.568776 2.267630 2.355346 0.3 0.0 -0.1
H -3.596647 1.447108 1.586732 0.4 0.1 -0.1
H -3.165571 3.830731 0.700901 0.1 -0.2 -0.2
H -1.560633 3.240389 0.190416 -0.3 0.0 0.1
H -3.038368 2.530868 -0.512415 0.1 0.1 0.0
H -2.807139 3.537457 2.930312 0.1 -0.3 0.1
H -2.566762 1.933263 3.671509 0.1 0.1 0.0
H -1.194989 2.763407 2.895726 -0.4 0.1 0.0
H -1.952581 -3.097287 1.245557 -0.1 0.0 -0.2
H -3.639630 -3.234651 0.714051 0.1 0.2 0.0
H -2.393714 -2.766490 -0.455619 0.0 -0.1 0.2
H -4.171954 0.442253 0.151130 -0.1 -0.3 -0.2
H -3.502911 -0.650238 -1.080856 -0.2 0.0 0.1
H -4.867037 -1.182368 -0.057786 0.2 0.2 0.0
H -3.750654 -0.073363 2.639631 0.0 -0.4 0.1
H -4.441152 -1.690717 2.413629 0.1 0.1 0.0
H -2.796206 -1.510355 3.076116 -0.2 0.1 -0.1
H -0.303942 -2.753126 -0.145337 0.5 0.2 0.6
H 1.263597 -2.286621 0.815752 -0.4 0.0 -0.4
C 0.173148 -1.052790 -3.150324 -0.2 0.5 0.1
N 1.355723 -1.088087 -2.307987 0.4 -2.3 -0.6
C 2.270564 -0.054776 -2.268693 -0.1 0.3 0.2
C 3.582846 -0.285732 -1.818050 0.2 0.4 -0.1
C 4.385553 0.801990 -1.496515 -0.3 0.5 -0.4
C 3.913134 2.107035 -1.708198 0.1 0.1 0.1
C 2.640438 2.328188 -2.252485 0.4 -0.2 -0.1
C 1.816198 1.252208 -2.555540 0.2 -0.3 0.3
S 1.773891 -2.643467 -1.700575 -0.4 0.6 0.0
C 2.467761 -3.445527 -3.175243 0.5 0.8 -0.1
F 3.470596 -4.269886 -2.763428 -0.7 0.1 -0.6
F 1.537524 -4.179544 -3.840851 0.8 0.2 0.1
F 2.994238 -2.539653 -4.040112 -0.2 -0.8 0.0
H -0.687649 -0.688709 -2.569018 0.0 -0.1 -0.2
H 0.358942 -0.361428 -3.980247 -0.2 -0.2 0.0
H -0.052106 -2.046723 -3.551434 0.1 0.3 0.1
H 3.973527 -1.302189 -1.741102 -0.3 0.4 0.2
H 5.385505 0.640684 -1.091465 -0.2 0.0 -0.2
H 4.551423 2.957603 -1.459658 -0.2 -0.2 -0.1
H 2.295760 3.344510 -2.449490 0.1 -0.3 0.1
H 0.813012 1.383334 -2.969420 0.4 0.1 0.3

Record 2
62
Properties=species:S:1:pos:R:3:forces:R:3 method="wB97M-V/def2-TZVPD" e_above_lowest_kcal_mol=2.2 multiplicity=1 max_force_ev_per_a=0.1 total_energy_ev=-46559.870 orbital_gap_ev=7.133 charge=+1 homo_ev=-9.705
Pt -0.029976 -1.677409 0.657423 -0.1 0.0 0.0
N 0.150677 -1.287754 2.714534 0.0 0.0 0.0
C 0.544752 -2.550473 3.382392 0.0 0.0 0.0
C -0.276869 -3.678251 2.789327 0.0 0.0 0.0
N -0.091115 -3.675629 1.314249 0.1 0.0 0.0
H 0.826087 -0.545304 2.888573 0.0 0.0 0.0
H -0.741910 -0.954659 3.072529 0.0 0.0 0.0
H 0.400430 -2.496669 4.462019 0.0 0.0 0.0
H 1.606053 -2.707284 3.186558 0.0 0.0 0.0
H -1.337285 -3.516883 2.986388 0.0 0.0 0.0
H 0.008343 -4.635151 3.227020 0.0 0.0 0.0
H -0.836872 -4.189629 0.853455 0.0 0.0 0.0
H 0.775105 -4.147675 1.068330 0.0 0.0 0.0
C 1.612946 2.529406 -2.334833 0.0 0.0 0.0
C 0.939191 1.153438 -2.342452 0.0 0.0 0.0
C 1.133238 0.499783 -3.714251 0.0 0.0 0.0
C -0.527291 1.246558 -1.959420 0.0 0.0 0.0
C -1.415971 1.773276 -2.888494 0.0 0.0 0.0
C -2.764213 1.879958 -2.605604 0.0 0.0 0.0
C -3.226261 1.474045 -1.368568 0.0 0.0 0.0
C -2.374283 0.959912 -0.391436 0.0 0.0 0.0
C -3.043967 0.613821 0.936111 0.0 0.0 0.0
C -2.368878 1.191847 2.178591 0.0 0.0 0.0
C -3.355454 -0.877737 1.082776 0.0 0.0 0.0
C -1.006124 0.827830 -0.699649 0.0 0.0 0.0
N -0.064993 0.289583 0.238358 0.1 0.0 0.0
C 0.808410 1.177841 0.833261 0.0 0.0 0.0
C 0.486212 2.537450 1.021411 0.0 0.0 0.0
C 1.352228 3.427573 1.628046 0.0 0.0 0.0
C 2.595796 3.017192 2.092351 0.0 0.0 0.0
C 2.961074 1.693717 1.913532 0.0 0.0 0.0
C 2.084364 0.828538 1.295687 0.0 0.0 0.0
F 2.540857 -0.465422 1.100645 0.0 0.0 0.0
H 2.670131 2.439796 -2.594071 0.0 0.0 0.0
H 1.541648 3.010288 -1.360659 0.0 0.0 0.0
H 1.142829 3.184406 -3.071683 0.0 0.0 0.0
H 1.433607 0.529453 -1.597919 0.0 0.0 0.0
H 0.819649 1.165098 -4.519783 0.0 0.0 0.0
H 0.555508 -0.420604 -3.807696 0.0 0.0 0.0
H 2.190921 0.279134 -3.881117 0.0 0.0 0.0
H -1.047237 2.104091 -3.851536 0.0 0.0 0.0
H -3.448787 2.287600 -3.337700 0.0 0.0 0.0
H -4.279930 1.576836 -1.136730 0.0 0.0 0.0
H -4.018797 1.105576 0.884133 0.0 0.0 0.0
H -1.350366 0.829705 2.308908 0.0 0.0 0.0
H -2.953656 0.942651 3.067203 0.0 0.0 0.0
H -2.307363 2.278555 2.121454 0.0 0.0 0.0
H -2.446166 -1.484237 1.107353 0.0 0.0 0.0
H -3.957977 -1.231620 0.244996 0.0 0.0 0.0
H -3.917376 -1.059395 2.002398 0.0 0.0 0.0
H -0.471323 2.885771 0.658269 0.0 0.0 0.0
H 1.046794 4.459550 1.741740 0.0 0.0 0.0
H 3.271062 3.711178 2.571533 0.0 0.0 0.0
H 3.927608 1.319044 2.224723 0.0 0.0 0.0
N 1.600973 -3.006162 -3.312635 0.0 0.0 0.0
C 1.403878 -2.453780 -2.112705 0.0 0.1 0.0
N 2.453285 -2.024752 -1.422781 0.0 0.0 0.0
S -0.204484 -2.317976 -1.547034 -0.1 0.0 0.0
H 2.487841 -2.941930 -3.784385 0.0 0.0 0.0
H 0.803823 -3.296446 -3.853124 0.0 0.0 0.0
H 3.384562 -2.064122 -1.804709 0.0 0.0 0.0
H 2.305039 -1.523544 -0.555304 0.0 0.0 0.0